Below is a molecular structure, C5H12O2, with properties calculated with wB97M-V/def2-TZVPD.

Cartesian coordinates (Å):
C  -1.455  -2.723  -0.231
C  -1.256  -1.267  -0.598
O  -1.252  -0.506  0.599
C  0.518  1.443  -0.326
C  1.200  2.668  0.259
O  2.362  1.891  0.597
C  1.557  0.710  0.555
H  -2.330  -2.780  0.424
H  -0.586  -3.080  0.333
H  -1.606  -3.363  -1.104
H  -2.083  -0.886  -1.208
H  -0.334  -1.114  -1.184
H  0.743  1.285  -1.383
H  -0.551  1.334  -0.163
H  1.411  3.530  -0.376
H  0.683  2.996  1.174
H  -0.336  -0.450  0.895
H  1.216  0.469  1.578
H  2.099  -0.157  0.160

Computed properties:
Energy relative to the best compared isomer or geometry (same formula, charge and spin) = 246.2 kJ/mol
Total charge = 0
Largest force on an atom = 0.44 eV/Å
Lowest unoccupied orbital energy = 0.939 eV
Kohn-Sham gap = 10.76 eV

These are the natural (NBO) partial charges, in e, on atoms 1 to 4: -0.628, -0.069, -0.724, -0.465